Here is a cluster of 10 separate species, C40H107N7O13 in total in a non-equilibrium geometry from the OMol25 dataset. Energies are from the ωB97M-V functional and the def2-TZVPD basis.

Calculated values
Structure (SMILES): COC[C@H](C)N.COC[C@H](C)N.COC[C@H](C)N.COC[C@H](C)N.COCCNCCOC.COCCNCCOC.COCCNCCOC.CCO.CCO.CCO
Electronic energy: -80250.5782 eV
LUMO level: 0.4 eV
M: 894.33 g mol⁻¹
Kohn-Sham gap: 8.939 eV
ΔE to the lowest compared entry with this formula, charge and spin: 626.3 kJ/mol

Last column: Mulliken charge in e.
Geometry (Å):
C: 2.324 -9.037 30.305  -1.71
C: 3.532 -9.282 29.471  1.34
C: 4.298 -7.989 29.068  -1.01
O: 5.138 -8.245 27.954  -0.21
C: 5.584 -7.143 27.264  -0.68
N: 4.378 -10.191 30.230  -0.70
H: 2.641 -8.480 31.187  0.35
H: 1.803 -9.981 30.462  0.45
H: 1.624 -8.369 29.803  0.38
H: 3.244 -9.685 28.500  -0.17
H: 4.878 -7.709 29.947  0.36
H: 3.553 -7.218 28.872  0.36
H: 6.307 -6.505 27.772  0.27
H: 4.636 -6.657 27.035  0.38
H: 6.099 -7.588 26.413  0.15
H: 3.912 -10.992 30.631  0.24
H: 5.172 -10.406 29.643  0.25
C: 8.456 -12.555 22.758  -1.20
C: 9.042 -13.617 21.773  0.51
C: 7.889 -14.517 21.139  -1.07
O: 7.096 -13.587 20.435  0.18
C: 5.822 -14.086 20.026  -1.01
N: 9.798 -12.919 20.655  -0.78
H: 7.425 -12.300 22.510  -0.04
H: 8.979 -11.599 22.734  0.37
H: 8.565 -12.887 23.790  0.45
H: 9.713 -14.170 22.430  0.42
H: 7.395 -15.027 21.966  0.43
H: 8.397 -15.214 20.473  0.39
H: 5.131 -14.206 20.860  0.41
H: 5.864 -15.016 19.459  0.35
H: 5.371 -13.280 19.447  0.12
H: 9.354 -13.317 19.839  0.30
H: 9.578 -11.934 20.609  0.22
C: -0.260 -17.006 23.235  -1.38
C: -0.535 -15.466 23.195  0.46
C: 0.588 -14.756 22.335  -0.87
O: 0.670 -13.388 22.290  -0.27
C: 1.452 -12.864 23.372  -0.67
N: -1.878 -15.232 22.651  -0.78
H: 0.692 -17.268 23.698  0.37
H: -0.531 -17.490 22.297  0.31
H: -1.035 -17.305 23.940  0.39
H: -0.459 -14.926 24.139  0.36
H: 0.288 -14.963 21.308  0.29
H: 1.614 -15.087 22.495  0.36
H: 1.057 -13.254 24.310  0.34
H: 1.353 -11.781 23.446  0.31
H: 2.523 -13.054 23.306  0.15
H: -2.063 -14.319 22.261  0.30
H: -1.704 -15.696 21.771  0.31
C: -2.372 -11.174 14.248  -1.55
C: -2.255 -9.635 14.295  0.33
C: -0.747 -9.168 14.586  -0.41
O: -0.353 -9.718 15.863  -0.42
C: 0.985 -9.474 16.114  -0.28
N: -2.742 -9.040 13.131  -0.71
H: -2.034 -11.716 15.132  0.30
H: -1.730 -11.528 13.441  0.36
H: -3.395 -11.474 14.020  0.46
H: -2.922 -9.418 15.129  0.33
H: -0.704 -8.113 14.315  0.29
H: -0.126 -9.757 13.911  0.18
H: 1.529 -10.081 15.390  0.29
H: 1.223 -9.737 17.145  0.00
H: 1.207 -8.428 15.903  0.26
H: -3.514 -9.691 13.098  0.31
H: -3.092 -8.117 13.342  0.27
C: 7.354 -7.017 19.543  -0.85
C: 7.362 -7.604 20.973  -0.26
O: 7.393 -9.093 20.959  -0.44
H: 8.184 -7.401 18.950  0.15
H: 7.451 -5.932 19.584  0.39
H: 6.435 -7.326 19.044  0.14
H: 6.489 -7.207 21.492  0.23
H: 8.227 -7.304 21.564  0.40
H: 6.524 -9.471 20.805  0.09
C: 2.917 -12.265 27.465  -0.65
C: 3.184 -13.715 27.159  -0.56
O: 3.587 -13.768 25.864  -0.31
H: 1.990 -11.890 27.031  0.32
H: 3.716 -11.658 27.037  0.05
H: 2.826 -12.164 28.546  0.28
H: 2.377 -14.392 27.442  0.33
H: 4.047 -14.052 27.733  0.36
H: 3.927 -14.639 25.647  0.21
C: -1.140 -9.892 22.564  -0.85
C: -2.377 -9.247 22.004  -0.40
O: -3.346 -9.041 22.967  -0.52
H: -1.393 -10.830 23.057  0.37
H: -0.713 -9.309 23.379  0.37
H: -0.506 -10.200 21.732  0.19
H: -2.869 -9.838 21.232  0.25
H: -2.109 -8.249 21.654  0.28
H: -3.802 -8.221 22.762  0.32
C: 1.539 1.307 12.971  -0.72
O: 1.033 0.120 13.555  -0.34
C: -0.200 0.332 14.306  -0.59
C: 0.141 0.243 15.838  -0.65
N: 0.621 -1.119 16.262  -0.24
C: -0.577 -1.981 16.309  -0.53
C: -0.201 -3.362 16.853  -0.59
O: 1.038 -3.872 16.388  -0.36
C: 1.222 -5.324 16.675  -0.66
H: 2.385 1.149 12.302  0.24
H: 1.792 2.013 13.762  0.30
H: 0.743 1.826 12.438  0.31
H: -1.029 -0.335 14.068  0.33
H: -0.505 1.354 14.084  0.43
H: -0.734 0.609 16.375  0.37
H: 0.975 0.936 15.947  0.40
H: 1.038 -1.129 17.182  0.23
H: -0.840 -2.203 15.274  0.24
H: -1.488 -1.624 16.789  0.28
H: -0.849 -4.069 16.334  0.35
H: -0.431 -3.508 17.909  0.32
H: 0.606 -6.098 16.217  0.21
H: 1.035 -5.582 17.717  0.36
H: 2.263 -5.519 16.415  0.32
C: 10.559 -9.715 16.425  -0.83
O: 9.497 -10.698 16.585  -0.50
C: 8.787 -10.650 17.770  -0.40
C: 7.745 -11.708 17.857  0.80
N: 7.036 -11.670 16.560  -0.32
C: 6.023 -10.676 16.413  0.95
C: 5.276 -10.941 15.101  -0.72
O: 4.164 -10.046 14.890  -0.22
C: 3.692 -10.154 13.599  -0.91
H: 11.209 -9.857 15.561  0.30
H: 11.309 -9.696 17.216  0.32
H: 10.154 -8.718 16.254  0.30
H: 8.306 -9.728 18.097  -0.03
H: 9.590 -10.794 18.493  0.68
H: 7.218 -11.615 18.806  -0.68
H: 8.301 -12.632 18.012  -0.25
H: 7.769 -11.469 15.894  0.46
H: 6.416 -9.662 16.345  0.22
H: 5.373 -10.750 17.285  -0.69
H: 4.699 -11.865 15.112  0.36
H: 5.937 -10.860 14.238  0.38
H: 3.510 -11.207 13.384  0.42
H: 4.263 -9.681 12.800  0.34
H: 2.743 -9.623 13.523  0.22
C: 1.165 -8.095 19.970  -0.16
O: 2.535 -7.795 19.896  -0.48
C: 3.424 -8.675 19.113  -0.13
C: 3.719 -10.126 19.632  -0.73
N: 4.358 -10.082 20.967  0.32
C: 4.727 -11.308 21.699  0.50
C: 5.029 -10.951 23.206  -1.22
O: 3.997 -10.168 23.724  0.02
C: 4.402 -9.193 24.746  -1.15
H: 0.729 -7.920 18.986  0.10
H: 0.558 -7.489 20.642  0.34
H: 0.987 -9.155 20.154  -0.02
H: 4.415 -8.229 19.198  -0.17
H: 3.002 -8.859 18.125  0.20
H: 4.292 -10.691 18.897  0.08
H: 2.704 -10.513 19.723  0.36
H: 3.833 -9.456 21.561  0.25
H: 5.478 -11.894 21.170  -0.80
H: 3.865 -11.974 21.724  0.35
H: 6.010 -10.479 23.257  0.53
H: 5.160 -11.890 23.743  0.48
H: 5.135 -8.559 24.247  0.44
H: 4.944 -9.663 25.567  0.44
H: 3.614 -8.550 25.137  0.29

Atomic forces in eV per Å
-0.5702 1.1458 -0.3498
0.6266 0.0639 -0.7842
-0.1624 -1.0271 0.8766
-0.3198 -1.8602 1.8170
-0.3242 -0.0837 -0.6069
0.7553 0.9110 -0.4019
-0.2417 -0.5523 0.4952
0.0572 0.1263 0.5707
-0.1329 -0.0475 -0.2065
-0.2560 -0.3633 -0.2060
0.2573 0.3708 0.0445
-0.0116 0.2642 -0.3769
-0.1571 0.1663 0.4063
0.4831 1.1013 -0.7968
-0.1757 0.5385 -0.3968
0.0622 -0.0534 -0.4071
0.1283 -0.6622 0.3252
0.0054 -0.1216 -0.3384
-0.6423 1.6503 -0.0540
2.1111 1.7469 1.0779
-0.8849 -0.9091 -0.0956
0.0546 0.6988 0.1208
-0.6574 -1.4861 0.7820
-0.0736 -0.2070 0.1566
0.3267 -0.0796 -0.2962
-0.4010 -0.1767 0.0267
0.2244 -0.5998 -0.6802
-0.4388 -0.1230 -0.1565
-0.3161 -0.3650 -0.1915
0.1570 -0.2951 0.4148
0.2062 0.0332 -0.1265
0.1004 -0.2152 -0.4284
0.3983 0.2121 -0.5759
-0.1977 0.1239 0.3056
-1.4930 1.5931 1.3848
1.9963 1.6602 -0.3383
-0.6411 -1.4026 -1.1926
0.1120 2.3421 1.0860
-0.7780 0.3334 0.2978
0.5328 -1.1146 -0.8674
0.0871 0.0138 -0.5591
0.5896 0.0674 -0.1239
0.0071 -0.5902 0.0543
-0.1558 -0.7412 0.6338
0.2935 -0.7007 -0.3662
-0.0159 -0.9186 0.3049
0.2643 -0.1533 0.1997
-0.2174 0.0190 -0.4263
0.0197 -0.4721 -0.2333
0.4094 0.8732 0.8097
-0.9879 -0.7386 -0.6518
0.8526 0.1902 -0.8312
2.7965 -1.0720 3.6346
-1.9664 -3.0488 -0.0076
-2.0004 1.5984 -0.1540
0.4479 -0.0603 -0.6114
-0.6754 -0.3770 -1.4609
-0.1255 0.5008 0.2152
-0.0607 -0.1849 -0.2803
-0.1248 -0.0254 0.0516
0.3948 0.6687 0.7197
0.5504 0.3663 0.9630
0.0633 0.4095 -0.8240
0.7469 -0.0542 0.2729
-0.0044 -0.0494 -0.1415
0.3782 0.2227 0.2839
-1.1300 0.7645 -1.6487
-0.1892 0.1112 -0.1429
0.3618 -0.6193 0.7242
-0.1889 -1.3633 -0.7648
0.7734 1.7669 0.1484
0.0926 -0.0566 0.0943
-0.2400 0.0405 -0.0624
-0.0477 0.2662 -0.0443
-0.2273 -0.3411 0.1650
0.1254 -0.0844 -0.2534
-0.8115 0.3172 0.0000
-0.5516 -0.0306 0.3495
0.6963 0.2125 1.8893
0.1314 -0.4284 -3.0149
-0.1196 -0.2067 -0.1374
0.1481 -0.0004 0.3567
0.1991 0.3690 0.0173
-0.4888 0.0482 -0.2823
0.0376 0.0735 0.7913
-0.0324 -0.0497 -0.0290
-0.6339 -1.0703 0.3339
0.3628 0.5132 -0.6398
-1.1547 0.2395 1.8174
-0.2855 -0.2162 -0.0476
0.4601 0.3294 -0.5255
0.5175 0.4544 0.2708
0.5939 -0.0950 -0.5608
0.2698 -0.0693 -0.7749
-0.1066 -0.1295 0.1389
-0.9676 0.4801 0.6361
-0.9013 -0.6389 -0.1772
1.8229 0.3016 0.9884
1.1281 -0.4934 -1.0527
-2.4368 1.1128 -0.4554
1.9691 -1.4654 -0.9255
-1.1957 -1.5965 -1.1773
0.6853 -1.5078 0.7948
0.3639 1.4068 0.4143
-0.1095 -0.4329 0.2683
0.5559 0.1203 0.1561
-0.0835 -0.0544 -0.5314
0.4166 -0.2926 -0.5470
-0.3899 0.0693 0.2282
-0.1214 -0.0280 0.3812
-0.0617 0.1084 0.3453
0.1458 0.4897 0.1091
-0.1229 0.3662 -0.1598
0.0823 0.3630 0.4441
-1.1845 0.1061 0.3466
0.7276 0.2032 0.4603
-0.5792 0.7134 -1.1433
0.3936 0.6183 0.4893
-0.1316 0.0205 0.1237
-0.4387 -0.0268 -0.0432
1.2922 0.9827 -2.3479
1.4461 0.8828 2.6866
1.0348 -0.4379 -0.9268
0.0870 -1.3480 0.7781
-0.7412 0.2794 -0.4965
-1.6385 0.1916 0.3101
1.1895 1.2931 0.9063
-1.2173 0.0500 -0.5861
-0.6617 -0.9288 -0.4242
-0.5107 -0.1260 0.7331
-0.2663 0.1051 0.4517
0.1577 0.8513 -0.8685
-0.2799 -0.1732 1.0049
-0.7489 0.3487 -0.4265
-0.3888 -0.5647 -0.6204
0.0585 -0.2811 -0.2573
0.0081 0.4293 0.2251
-0.2578 0.1788 -0.2521
1.0759 -0.8889 0.0784
0.2826 -0.2604 0.0280
-0.0347 -0.1967 -0.4649
0.8359 -0.1697 0.1217
-0.2319 -0.1121 0.3020
-0.2738 -0.9600 -1.6010
1.4997 -0.5591 0.4372
-0.0495 -0.7586 1.1642
-1.3966 1.0541 1.8527
1.1719 0.3553 -0.8327
-1.6309 0.7373 0.5049
0.9346 -0.6323 -1.4745
-0.8118 1.0631 1.1486
1.1704 -0.7660 -1.3084
-0.2487 0.0508 -0.3689
0.8204 0.1422 0.4497
-0.0529 -0.0963 0.4288
-0.3564 0.7459 -0.6983
0.2989 0.6928 -0.3229
-0.0325 0.1631 0.1258
-0.1319 -1.0284 -0.1106
-0.0837 -0.1086 0.1656
0.5423 0.4908 0.3987
-0.4033 -0.3022 0.0717
0.0479 0.5720 0.0054
-0.2834 -0.2226 0.2557
0.0749 0.3597 0.0430
-0.2914 -0.2722 0.1717
-0.4203 -0.5947 -0.3880